w:
15
Properties=species:S:1:pos:R:3 method="wB97M-V/def2-TZVPD" homo_energy_ha=-0.325 orbital_gap_ev=9.65 spin_multiplicity=1
C 1.40703 -0.63112 1.88659
C 0.40751 -0.36548 1.00426
C -0.86446 -1.05141 1.15477
N 0.33493 0.68176 0.05752
C 0.04253 0.42957 -1.11087
C -0.26523 1.51354 -2.07302
Cl 0.11089 -1.11959 -1.97490
H 2.34316 -0.26209 1.76721
H 1.27102 -1.30514 2.64294
H -1.50228 -0.15321 1.52544
H -1.18446 -1.25789 0.13922
H -0.93347 -1.85698 1.88483
H 0.21471 1.35844 -3.08304
H -1.40661 1.58169 -2.29352
H 0.02472 2.43791 -1.52742

---

x:
15
Properties=species:S:1:pos:R:3 method="wB97M-V/def2-TZVPD" homo_energy_ha=-0.342 orbital_gap_ev=9.95 spin_multiplicity=1
C 1.84355 -1.25949 -1.11362
C 0.52997 -1.08710 -0.96883
Cl -0.54821 -1.81099 -2.17771
C -0.12326 -0.20316 0.01850
C 0.83402 0.59756 0.98505
N -1.32255 0.04926 -0.28315
C -2.06103 0.99390 0.47462
H 2.27803 -1.76705 -2.03445
H 2.54903 -1.05253 -0.43250
H 1.22791 1.20639 0.31737
H 1.40497 -0.21861 1.37415
H 0.18982 0.95646 1.74069
H -2.05251 1.95565 0.03996
H -1.66799 1.18575 1.39433
H -3.08173 0.45396 0.66558

---

y:
15
Properties=species:S:1:pos:R:3 method="wB97M-V/def2-TZVPD" homo_energy_ha="-0.299 / -0.299" orbital_gap_ev="8.33 / 8.33" spin_multiplicity=1
C -0.37256 0.92502 -0.60811
C 0.61641 0.40401 0.05011
C -2.31008 -0.59357 -0.56107
C 1.88071 1.23618 0.25510
C 0.75009 -0.96469 0.60958
N -2.24818 -1.70593 -1.02670
Cl -3.56690 0.43826 -0.02554
H -0.82156 1.88534 -0.74708
H 1.72271 2.26757 0.69559
H 2.70539 0.66671 0.76804
H 2.43030 1.47515 -0.67885
H 1.85706 -1.24578 0.75028
H 0.22031 -1.68233 -0.03835
H 0.22345 -0.80872 1.56577
H -3.08714 -2.29723 -1.00877

---

z:
15
Properties=species:S:1:pos:R:3 method="wB97M-V/def2-TZVPD" homo_energy_ha=-0.333 orbital_gap_ev=9.59 spin_multiplicity=1
C -0.77956 -1.78897 -0.12376
C -0.22514 -0.47320 0.54321
C 0.34802 0.35428 -0.29678
C 1.05932 1.62320 0.14471
C 0.98879 2.36078 1.20617
H -0.49736 -2.12325 -2.04292
H -1.28282 -0.32734 -1.79954
H -1.58373 -2.15669 0.66623
H 0.19116 -2.70686 -0.23836
H -0.27484 -0.63017 1.62993
H 0.17946 0.18587 -1.32982
H 1.81540 1.91545 -0.69121
H 1.62136 3.26151 1.31231
N -1.38404 -1.65610 -1.51912
Cl -0.17603 2.16149 2.53897

---

Energies relative to the most stable structure, in eV: w 0.000; x 0.907; y 3.317; z 3.069.

---

w:
16
Properties=species:S:1:pos:R:3 method="wB97M-V/def2-TZVPD" homo_energy_ha=-0.309 orbital_gap_ev=8.80 spin_multiplicity=1
H -3.49660 0.46704 -0.07185
N -3.06110 1.29677 0.29698
C -1.83958 1.35238 0.47621
N -0.93062 0.37726 -0.18871
O -1.63316 -0.74917 -0.62589
C 0.23779 0.16612 0.44310
C 1.30323 -0.75029 -0.27615
N 2.52586 -0.36324 0.18117
N 0.84885 -1.58907 -1.19314
H 1.59271 -1.98451 -1.68659
H -1.33468 2.39054 0.76826
H -0.88958 -1.18956 -1.24596
H 0.72872 1.24099 0.26368
H 0.22915 -0.14666 1.64202
H 3.52061 -0.69931 -0.00687
H 2.19840 0.18071 1.22373

---

x:
16
Properties=species:S:1:pos:R:3 method="wB97M-V/def2-TZVPD" homo_energy_ha=-0.335 orbital_gap_ev=9.52 spin_multiplicity=1
C -1.66509 -0.92797 0.43869
C 1.75821 -0.88696 -0.20497
C 2.08124 0.47669 -0.43315
H -2.18367 0.93974 -1.39638
H -3.29337 1.56866 0.09361
H -1.89152 -2.02595 0.79546
H -0.40642 0.41411 -0.24604
H 2.43238 -1.63135 0.05641
H 1.55436 1.07582 -1.24202
H 3.31264 0.78954 -0.30649
H 1.72316 0.11746 1.69826
N -2.28455 1.13202 -0.22773
N -2.74527 -0.25554 0.34559
N -0.48903 -0.58812 -0.35425
N 0.53397 -1.30960 0.06612
O 1.56297 1.11149 0.91691

---

y:
16
Properties=species:S:1:pos:R:3 method="wB97M-V/def2-TZVPD" homo_energy_ha=-0.323 orbital_gap_ev=9.37 spin_multiplicity=1
H 0.83662 -3.59441 1.10234
N 0.31486 -2.68388 0.97638
C 1.16476 -1.73805 1.34778
N 0.97375 -0.46434 1.11163
O 0.54541 -0.06537 -0.20998
C -0.85498 -0.04763 -0.16109
C -1.37059 0.75607 -1.33781
N -1.21769 1.98978 -1.60430
N -0.25999 2.71271 -0.92086
H 1.96873 -1.95775 2.06101
H 1.93266 -0.03817 1.28108
H -1.24718 0.19584 0.84390
H -1.29299 -1.05627 -0.26853
H -2.02767 0.21227 -2.03067
H -0.07495 3.58896 -1.46963
H 0.60926 2.19026 -0.72123

---

z:
16
Properties=species:S:1:pos:R:3 method="wB97M-V/def2-TZVPD" homo_energy_ha=-0.275 orbital_gap_ev=8.33 spin_multiplicity=1
C 0.33783 1.47389 0.91520
C -0.13553 0.21910 0.22920
N 0.36031 -0.95407 0.75399
N 1.56798 -1.15071 0.52602
N 1.91406 -2.31978 1.10196
C -1.02738 0.20481 -0.78523
N -1.64076 1.26621 -1.39718
O -1.42534 -0.99239 -1.32421
H 1.38232 1.67655 0.65583
H 0.27060 1.35919 2.00276
H -0.24932 2.35803 0.65400
H 1.10014 -2.89620 1.29447
H 2.66348 -2.79322 0.60910
H -1.56801 1.18260 -2.40972
H -1.25754 2.16307 -1.11173
H -2.29286 -0.79706 -1.71448

---

Energies relative to the most stable structure, in eV: w 2.363; x 4.815; y 2.122; z 0.000.

---

w:
22
Properties=species:S:1:pos:R:3 method="wB97M-V/def2-TZVPD" homo_energy_ha=-0.340 orbital_gap_ev=8.94 spin_multiplicity=1
C -0.81040 -1.30942 1.72720
C -0.77203 -0.16130 0.72395
C -1.28340 -0.56483 -0.64624
O -1.75354 -1.63319 -0.94619
C -1.17298 0.49193 -1.70629
N -1.46379 1.42897 -2.35541
N 0.50814 0.49322 0.51838
C 0.83381 1.47990 1.53089
C 1.61030 -0.41642 0.25527
H -1.84291 -1.63741 1.90043
H -0.22684 -2.17180 1.38037
H -0.39571 -0.97030 2.68550
H -1.48207 0.61839 1.05174
H 1.02909 1.02775 2.52371
H 1.73596 2.02746 1.22677
H 0.01436 2.20420 1.62968
H 1.32909 -1.15674 -0.50728
H 2.46614 0.15316 -0.13054
H 1.94151 -0.96426 1.15841
O 0.29970 0.32275 -4.04569
H -0.26190 -0.46512 -4.02509
H -0.30255 1.20307 -3.94957

---

x:
22
Properties=species:S:1:pos:R:3 method="wB97M-V/def2-TZVPD" homo_energy_ha=-0.330 orbital_gap_ev=9.57 spin_multiplicity=1
C 0.49730 3.23149 -1.51954
C 1.01241 1.84461 -1.23022
C 2.46087 1.71152 -0.83390
C 0.24257 0.81041 -1.31482
O -0.45625 -0.12897 -1.38559
H -0.55324 3.20932 -1.79522
H 0.61615 3.86073 -0.63807
H 1.06596 3.67481 -2.33637
H 2.72673 0.67195 -0.66324
H 2.64776 2.27681 0.07864
H 3.09799 2.11245 -1.62151
C 0.02933 -2.61736 0.82208
N -1.17016 -2.91636 1.56534
C -2.20508 -2.05083 1.78867
N -2.17654 -0.88764 1.07081
O -3.07805 -2.30576 2.59453
H 0.69743 -3.47389 0.87308
H -0.20552 -2.43205 -0.22870
H 0.55038 -1.74075 1.22288
H -1.13345 -3.67547 2.22642
H -3.02757 -0.35169 1.10286
H -1.63902 -0.82333 0.22186

---

Energies relative to the most stable structure, in eV: w 1.650; x 0.000.

---

w:
12
Properties=species:S:1:pos:R:3 method="wB97M-V/def2-TZVPD" homo_energy_ha=-0.294 orbital_gap_ev=8.56 spin_multiplicity=1
C 0.81723 -0.70750 0.95790
S 0.02170 -1.13814 -0.54167
C 0.31692 0.42110 -1.45548
H 1.57860 -1.48415 0.87954
H 0.17962 -0.76970 1.78151
H 1.29912 0.26389 1.14071
H -0.28188 1.21925 -0.94654
H 1.37814 0.58028 -1.29752
H 0.10816 0.13185 -2.46938
O -1.18798 1.91349 1.13343
H -1.35285 2.11062 2.04203
H -0.56752 2.71977 1.02471

---

x:
12
Properties=species:S:1:pos:R:3 method="wB97M-V/def2-TZVPD" homo_energy_ha=-0.333 orbital_gap_ev=10.09 spin_multiplicity=1
C 0.26407 1.44066 -1.05786
C -1.11852 2.02539 -0.92082
S -0.97339 3.89496 -1.02748
H 1.08144 2.02590 -0.62841
H 0.50193 1.33650 -2.11659
H 0.24771 0.37857 -0.76153
H -1.88223 1.71328 -1.65152
H -1.63740 1.67362 -0.02072
H -0.83049 3.98078 0.29409
O 1.53204 -5.78317 2.75890
H 1.74980 -6.63895 3.15639
H 1.06505 -6.04754 1.97555

---

Energies relative to the most stable structure, in eV: w 0.542; x 0.000.